# 1
DFT (wB97M-V/def2-TZVPD) results for a structure of composition C33H39AlN5 in a non-equilibrium geometry.

E	-48898.5685	eV
gap between HOMO and LUMO (spin up / spin down)	3.0 / 2.8	eV

Structure (ORCA input):
```
! RIJCOSX wB97M-V def2-TZVPD def2/J DEFGRID3
* xyz -1 1
Al 0.27 0.12 -0.73
N 0.82 2.76 -2.44
N -1.21 1.77 0.25
C 0.26 -2.20 0.76
C 0.09 -1.50 1.97
C 0.92 -0.37 2.00
C 1.20 0.48 3.18
H 0.54 0.22 4.02
H 1.06 1.55 2.97
H 2.23 0.36 3.54
C 1.65 -0.30 0.76
C 2.95 0.43 0.59
H 3.78 -0.14 1.03
H 2.91 1.41 1.09
H 3.17 0.61 -0.47
C 1.28 -1.52 -0.02
C 2.20 -2.18 -0.99
H 2.60 -1.46 -1.71
H 1.69 -2.97 -1.54
H 3.05 -2.63 -0.45
C -0.73 -1.96 3.12
H -0.10 -2.21 3.99
H -1.31 -2.85 2.88
H -1.43 -1.18 3.44
C -0.36 -3.50 0.40
H -0.18 -3.77 -0.65
H -1.46 -3.48 0.54
H 0.03 -4.32 1.03
C 0.75 3.51 -3.55
H 1.61 3.48 -4.22
C -0.36 4.29 -3.87
H -0.39 4.78 -4.84
C -1.42 4.34 -2.96
H -2.32 4.88 -3.20
C -1.27 3.67 -1.76
H -1.99 3.78 -0.96
C -0.13 2.89 -1.51
C 0.05 2.11 -0.24
H 0.75 2.54 0.49
C -1.71 0.62 -0.45
C -1.77 1.81 1.52
H -1.53 2.57 2.25
C -2.77 0.91 1.55
H -3.57 0.81 2.28
N -2.76 0.19 0.35
C -3.65 -0.75 -0.17
C -4.10 -1.81 0.62
C -4.57 -2.94 -0.06
H -4.85 -3.81 0.52
C -4.68 -2.98 -1.45
C -5.10 -4.22 -2.18
H -4.32 -4.57 -2.87
H -6.01 -4.07 -2.76
H -5.28 -5.03 -1.47
C -4.37 -1.83 -2.19
H -4.51 -1.82 -3.28
C -3.83 -0.71 -1.57
C -3.33 0.50 -2.28
H -4.01 1.36 -2.18
H -3.15 0.30 -3.34
H -2.30 0.83 -1.67
C -4.04 -1.84 2.11
H -5.06 -1.79 2.53
H -3.48 -1.02 2.54
H -3.59 -2.78 2.45
N 2.09 0.46 -3.23
C 0.95 -0.24 -3.57
C 0.70 -0.71 -4.87
C -0.38 -1.55 -5.08
C -1.16 -1.95 -3.98
C -0.91 -1.41 -2.73
N 0.09 -0.50 -2.56
H 1.87 1.37 -2.77
H 2.72 0.61 -4.03
H 1.38 -0.39 -5.65
H -0.60 -1.95 -6.07
H -1.96 -2.69 -4.08
H -1.49 -1.69 -1.84
*
```

These are the Mulliken partial charges, in e, on atoms 1 to 6:
1. Al -3.646
2. N -0.387
3. N 0.899
4. C 0.626
5. C 1.090
6. C 1.278

# 2
DFT (wB97M-V/def2-TZVPD) results for a structure of composition CH2EuFLiO in a non-equilibrium geometry.

expectation value of S²	15.79
relative energy (zero: lowest compared OMol25 entry of this formula, charge and spin)	328.4	kJ/mol
E	-25346.3298	eV
gap between HOMO and LUMO (spin up / spin down)	8.1 / 5.4	eV

Structure (ORCA input):
```
! RIJCOSX wB97M-V def2-TZVPD def2/J DEFGRID3
* xyz 2 8
C -1.44 0.76 -0.02
O 1.21 -0.93 0.28
Eu 0.94 1.00 -0.31
Li -0.36 -1.92 -0.21
F -1.76 -0.69 -0.09
H -2.08 1.18 -0.81
H -1.87 1.09 0.94
*
```

These are the Mulliken partial charges, in e, on atoms 1 to 6:
1. C -0.542
2. O -0.716
3. Eu 1.930
4. Li 0.958
5. F -0.275
6. H 0.328

# 3
DFT (wB97M-V/def2-TZVPD) results for a cluster of 11 separate species, C41H56O17 in total in a non-equilibrium geometry.

relative energy (zero: lowest compared OMol25 entry of this formula, charge and spin)	133.5	kJ/mol
structure (SMILES)	Oc1ccc(O)cc1.Oc1ccc(O)cc1.Oc1ccc(O)cc1.Oc1ccc(O)cc1.Oc1ccc(O)cc1.Oc1ccc(O)cc1.CO.CO.CO.CO.CO
E	-78216.8221	eV
gap between HOMO and LUMO	7.7	eV

Structure (ORCA input):
```
! RIJCOSX wB97M-V def2-TZVPD def2/J DEFGRID3
* xyz 0 1
O -0.01 2.29 -2.77
C 0.33 2.93 -3.94
C -0.16 2.53 -5.25
C 0.32 3.18 -6.37
C 1.12 4.31 -6.30
O 1.45 5.07 -7.45
C 1.59 4.72 -5.08
C 1.13 4.10 -3.83
H 0.05 2.86 -2.07
H -0.80 1.64 -5.36
H -0.27 2.86 -7.40
H 1.75 5.92 -7.26
H 1.89 5.79 -5.09
H 1.26 4.56 -2.86
O -0.43 -2.93 2.06
C 0.53 -2.81 2.98
C 0.41 -1.73 3.83
C 1.36 -1.63 4.85
C 2.43 -2.47 5.03
O 3.18 -2.62 6.17
C 2.65 -3.46 4.01
C 1.76 -3.56 2.95
H -0.38 -3.99 1.76
H -0.44 -1.00 3.99
H 1.27 -1.03 5.72
H 3.64 -3.31 6.13
H 3.29 -4.23 4.18
H 1.70 -4.17 2.16
O -1.61 2.88 1.42
C -2.94 2.72 1.37
C -3.61 1.50 1.10
C -5.04 1.46 1.08
C -5.82 2.64 1.25
O -7.17 2.53 1.48
C -5.18 3.91 1.43
C -3.78 3.93 1.44
H -1.21 2.05 1.33
H -3.14 0.60 1.10
H -5.48 0.51 1.33
H -7.54 1.78 0.94
H -5.67 5.01 1.48
H -3.48 5.04 1.55
O 3.94 -0.44 -0.28
C 4.26 0.47 -1.35
C 3.33 0.56 -2.46
C 3.79 1.44 -3.52
C 5.07 1.99 -3.44
O 5.42 2.67 -4.51
C 5.85 1.98 -2.28
C 5.32 1.28 -1.24
H 4.12 0.14 0.46
H 2.39 0.04 -2.53
H 3.05 1.59 -4.42
H 5.23 2.17 -5.48
H 6.82 2.65 -2.32
H 5.96 1.23 -0.34
O -6.09 -5.94 4.19
C -5.28 -4.90 3.65
C -3.94 -4.67 4.12
C -3.18 -3.70 3.56
C -3.69 -2.80 2.70
O -2.95 -1.71 2.30
C -5.01 -2.94 2.37
C -5.79 -4.00 2.74
H -5.58 -6.10 4.98
H -3.69 -5.46 4.91
H -2.04 -3.59 3.87
H -2.05 -1.84 2.44
H -5.28 -2.09 1.75
H -6.77 -4.01 2.48
O 1.53 -2.45 -5.18
C 0.28 -2.43 -4.59
C -0.21 -1.22 -3.88
C -1.38 -1.33 -3.20
C -2.14 -2.57 -3.16
O -3.37 -2.62 -2.66
C -1.69 -3.67 -3.91
C -0.56 -3.57 -4.72
H 1.49 -3.21 -5.55
H 0.50 -0.26 -3.76
H -1.76 -0.52 -2.56
H -3.66 -3.37 -2.83
H -2.28 -4.60 -3.69
H -0.14 -4.43 -5.26
C 1.45 -3.18 -1.04
O 1.92 -4.46 -0.72
H 0.31 -3.10 -0.85
H 1.68 -2.80 -2.03
H 1.79 -2.58 -0.37
H 1.22 -4.94 -0.31
C 1.75 4.50 -0.14
O 0.65 3.72 -0.51
H 2.36 3.92 0.53
H 1.47 5.66 0.30
H 2.36 4.59 -0.92
H -0.05 3.49 0.16
C 3.70 0.11 2.81
O 4.22 0.99 1.93
H 4.46 -0.60 3.22
H 2.81 -0.60 2.33
H 3.34 0.66 3.50
H 4.12 1.79 2.45
C 0.13 2.17 4.25
O -0.64 3.26 4.61
H 1.13 2.46 4.73
H 0.53 2.15 3.29
H -0.14 1.07 4.66
H -1.34 3.10 4.18
C 0.45 0.24 0.15
O -0.45 0.07 1.30
H -0.01 -0.52 -0.43
H 1.39 -0.22 0.55
H 0.65 1.18 -0.14
H -0.02 -0.29 2.01
*
```

These are the Mulliken partial charges, in e, on atoms 1 to 6:
1. O -0.035
2. C 0.540
3. C -0.408
4. C -0.338
5. C 0.643
6. O -0.540

# 4
DFT (wB97M-V/def2-TZVPD) results for the ion C2H7N3O4P with charge -1 in a non-equilibrium geometry.

relative energy (zero: lowest compared OMol25 entry of this formula, charge and spin)	0.0	kJ/mol
structure (SMILES)	[H]/N=C(\N)N(CO)[P@](=O)([O-])O
E	-24141.0837	eV
gap between HOMO and LUMO	8.7	eV

Structure (ORCA input):
```
! RIJCOSX wB97M-V def2-TZVPD def2/J DEFGRID3
* xyz -1 1
H 0.55 2.55 0.69
N -0.09 2.02 0.07
C 0.29 0.80 -0.03
N 1.52 0.23 0.22
N -0.73 -0.03 -0.65
C -0.32 -1.31 -0.96
O -0.07 -2.08 0.25
P -2.26 0.10 0.15
O -2.02 0.24 1.64
O -3.10 -1.01 -0.29
O -2.83 1.44 -0.46
H 1.41 -0.68 0.73
H 2.05 0.90 0.74
H -1.15 -1.84 -1.63
H 0.69 -1.16 -1.62
H -1.05 -2.01 0.58
H -2.28 2.15 -0.17
*
```

These are the Mulliken partial charges, in e, on atoms 1 to 6:
1. H 0.163
2. N -0.636
3. C 0.456
4. N -0.534
5. N 0.163
6. C -0.583

# 5
DFT (wB97M-V/def2-TZVPD) results for a structure of composition C32H40F38Li2N3O22S9 in a non-equilibrium geometry.

expectation value of S²	0.76
E	-284522.8170	eV
gap between HOMO and LUMO (spin up / spin down)	8.1 / 2.0	eV

Structure (ORCA input):
```
! RIJCOSX wB97M-V def2-TZVPD def2/J DEFGRID3
* xyz 0 2
Li -3.61 -1.77 -0.70
Li -1.88 -2.60 -2.34
N -3.83 -2.67 -2.46
S -4.74 -2.50 -3.78
O -6.10 -1.92 -3.57
O -4.44 -3.36 -4.96
F -3.87 -1.30 -4.30
S -5.05 -3.66 -1.86
O -5.66 -4.78 -2.54
O -5.76 -2.91 -0.79
F -3.93 -4.47 -1.04
N -1.60 -1.32 -0.97
S -0.36 -1.37 -0.01
O -0.59 -0.89 1.35
O 0.95 -1.60 -0.56
F -0.83 -2.85 0.43
S -1.49 0.34 -1.09
O -0.20 0.91 -1.32
O -2.47 1.19 -0.38
F -2.15 0.42 -2.56
N 1.08 -2.67 -5.51
S 0.93 -1.87 -4.27
O -0.06 -2.29 -3.27
O 1.35 -0.49 -4.49
F 2.34 -2.46 -3.75
S -0.55 -2.13 -5.96
O -0.86 -0.68 -5.99
O -1.71 -3.01 -5.61
F -0.59 -2.50 -7.55
C 0.09 3.11 2.39
C -0.69 4.08 1.47
C -1.56 4.83 2.41
S -2.43 3.46 3.32
O -3.60 2.88 2.57
O -2.39 3.83 4.74
C -1.04 2.24 3.01
H 0.70 3.58 3.17
H 0.86 2.57 1.85
H -1.35 3.62 0.73
H 0.06 4.61 0.87
H -2.50 5.34 2.17
H -0.87 5.47 2.96
H -1.52 1.38 2.53
H -0.57 1.82 3.90
C -6.69 2.45 -2.07
C -7.77 1.39 -1.88
C -7.44 0.54 -0.61
S -5.67 0.90 -0.14
O -4.83 -0.30 -0.22
O -5.79 1.78 1.04
C -5.31 1.96 -1.67
H -6.87 3.38 -1.53
H -6.58 2.81 -3.10
H -7.76 0.82 -2.81
H -8.77 1.79 -1.74
H -7.45 -0.52 -0.88
H -8.21 0.61 0.15
H -4.91 1.36 -2.48
H -4.44 2.61 -1.70
C 5.42 -1.85 -1.72
C 4.63 -2.49 -0.56
C 4.53 -3.92 -0.94
S 6.26 -4.32 -1.34
O 6.24 -5.26 -2.45
O 7.03 -4.73 -0.14
C 6.74 -2.54 -1.89
H 5.41 -0.77 -1.61
H 4.76 -1.92 -2.59
H 3.62 -2.11 -0.43
H 5.26 -2.24 0.29
H 3.99 -4.02 -1.88
H 4.15 -4.67 -0.25
H 7.09 -2.44 -2.92
H 7.60 -2.10 -1.39
C 5.29 2.06 -0.48
C 4.16 2.11 -1.55
C 2.76 2.34 -1.05
F 2.43 1.37 -0.21
F 2.68 3.46 -0.35
F 4.47 3.13 -2.31
F 4.07 0.95 -2.22
O 6.47 1.50 -0.89
C 7.57 1.17 -0.04
C 8.82 1.19 -0.87
F 9.94 0.73 -0.27
F 8.51 0.66 -2.03
F 7.72 2.27 0.83
F 7.37 -0.07 0.51
H 5.03 1.49 0.42
H 5.33 3.14 -0.35
H 1.95 2.48 -1.76
H 9.05 2.21 -1.18
C -0.96 -5.22 3.14
C -1.06 -5.71 4.61
C 0.27 -5.72 5.29
F 1.07 -6.72 5.01
F 0.96 -4.65 5.06
F -1.79 -4.92 5.33
F -1.57 -6.98 4.60
O -0.38 -6.27 2.33
C -1.12 -6.85 1.31
C -0.18 -7.75 0.43
F -0.92 -8.38 -0.50
F 0.85 -7.14 -0.07
F -2.19 -7.42 1.84
F -1.61 -5.78 0.55
H -0.60 -4.21 2.95
H -2.02 -5.12 2.90
H 0.16 -5.69 6.37
H 0.10 -8.52 1.15
C -4.23 5.49 -2.66
C -4.28 6.17 -1.29
C -5.68 6.86 -1.10
F -5.72 7.65 -0.09
F -6.09 7.66 -2.20
F -3.97 5.33 -0.36
F -3.33 7.15 -1.22
O -3.10 4.48 -2.78
C -1.88 5.03 -3.34
C -0.73 3.95 -3.66
F 0.28 4.59 -4.21
F -0.29 3.35 -2.49
F -2.18 5.49 -4.53
F -1.46 6.03 -2.52
H -4.17 6.29 -3.40
H -5.02 4.76 -2.79
H -6.50 6.17 -0.92
H -1.11 3.19 -4.35
C 3.76 0.37 5.45
C 4.14 1.49 4.35
C 5.40 2.20 4.72
F 5.93 3.08 3.84
F 5.59 2.69 5.95
F 4.42 0.76 3.31
F 3.15 2.43 4.15
O 2.73 -0.41 4.87
C 1.43 -0.59 5.36
C 0.74 -1.36 4.25
F 1.35 -2.34 3.55
F -0.58 -1.70 4.46
F 1.26 -1.24 6.41
F 0.73 0.58 5.55
H 3.76 0.91 6.40
H 4.60 -0.29 5.68
H 6.17 1.45 4.87
H 0.57 -0.60 3.49
*
```

These are the Mulliken partial charges, in e, on atoms 1 to 6:
1. Li 1.207
2. Li 0.974
3. N -0.045
4. S 0.747
5. O -0.532
6. O -0.536

# 6
DFT (wB97M-V/def2-TZVPD) results for the molecule C20H33NO2 in a non-equilibrium geometry.

relative energy (zero: lowest compared OMol25 entry of this formula, charge and spin)	281.9	kJ/mol
structure (SMILES)	CCCCCCCCCCCCCCC1=CC(=O)C=C(N)C1=O
E	-26859.0869	eV
gap between HOMO and LUMO	8.7	eV

Structure (ORCA input):
```
! RIJCOSX wB97M-V def2-TZVPD def2/J DEFGRID3
* xyz 0 1
C 6.59 -1.99 -0.73
C 6.04 -1.15 0.46
C 6.23 0.37 0.15
C 5.24 1.18 1.04
C 4.00 1.63 0.20
C 2.73 0.79 0.48
C 1.55 1.70 0.90
C 1.19 2.81 -0.13
C 0.41 2.23 -1.35
C -1.08 2.67 -1.30
C -1.90 1.65 -0.50
C -3.41 1.92 -0.47
C -4.28 0.69 -0.15
C -3.76 -0.20 0.98
C -4.27 -1.63 0.88
C -4.76 -2.28 1.90
C -5.21 -3.71 1.77
O -5.25 -4.43 2.69
C -5.58 -4.16 0.40
C -5.09 -3.54 -0.65
N -5.36 -3.93 -1.97
C -4.19 -2.36 -0.44
O -3.41 -2.02 -1.26
H 7.18 -1.36 -1.41
H 5.74 -2.40 -1.27
H 7.25 -2.79 -0.37
H 4.96 -1.29 0.59
H 6.56 -1.34 1.40
H 7.27 0.66 0.34
H 6.06 0.52 -0.92
H 4.92 0.52 1.85
H 5.72 2.05 1.50
H 4.21 1.55 -0.87
H 3.85 2.69 0.42
H 2.45 0.15 -0.36
H 2.88 0.11 1.32
H 0.65 1.07 0.97
H 1.70 2.17 1.88
H 0.61 3.56 0.41
H 2.07 3.33 -0.52
H 0.88 2.57 -2.27
H 0.45 1.14 -1.29
H -1.11 3.65 -0.82
H -1.52 2.73 -2.30
H -1.65 0.64 -0.84
H -1.55 1.68 0.55
H -3.61 2.78 0.18
H -3.69 2.25 -1.48
H -4.50 0.14 -1.07
H -5.26 1.07 0.18
H -2.67 -0.28 1.03
H -4.10 0.14 1.96
H -4.85 -1.84 2.88
H -6.24 -5.00 0.23
H -6.33 -3.78 -2.21
H -4.80 -3.33 -2.58
*
```

These are the Mulliken partial charges, in e, on atoms 1 to 6:
1. C -1.153
2. C -0.228
3. C -0.832
4. C -1.023
5. C -0.626
6. C -0.561

# 7
DFT (wB97M-V/def2-TZVPD) results for a structure of composition C6H18F2NaO8P2 in a non-equilibrium geometry.

expectation value of S²	0.76
E	-51325.0850	eV
gap between HOMO and LUMO (spin up / spin down)	11.3 / 4.9	eV

Structure (ORCA input):
```
! RIJCOSX wB97M-V def2-TZVPD def2/J DEFGRID3
* xyz 0 2
Na -1.46 -2.66 -1.02
F -1.98 -3.04 -3.41
F -3.46 -3.92 -0.59
C 2.20 1.49 -1.35
O 1.51 0.34 -0.78
P 1.76 -1.14 -1.33
O 0.93 -2.26 -0.80
O 1.60 -0.92 -2.92
C 0.33 -0.55 -3.48
O 3.31 -1.36 -1.17
C 3.91 -1.37 0.13
H 2.39 2.30 -0.64
H 1.52 1.89 -2.10
H 3.15 1.13 -1.75
H 0.33 0.46 -3.87
H -0.51 -0.71 -2.80
H 0.02 -1.18 -4.31
H 4.46 -2.31 0.16
H 3.26 -1.22 0.99
H 4.55 -0.49 0.20
C -0.79 2.67 0.18
O -0.43 1.69 1.10
P -1.35 0.41 1.33
O -1.21 -0.60 0.24
O -0.95 -0.23 2.78
C -1.28 -1.58 3.14
O -2.84 1.05 1.55
C -3.04 2.08 2.51
H -0.88 3.62 0.70
H -1.70 2.51 -0.39
H 0.06 2.72 -0.51
H -1.68 -1.64 4.15
H -0.36 -2.16 3.16
H -1.95 -2.11 2.45
H -4.02 2.02 2.99
H -3.08 3.10 2.13
H -2.33 1.99 3.33
*
```

These are the Mulliken partial charges, in e, on atoms 1 to 6:
1. Na 0.930
2. F -0.472
3. F -0.467
4. C -0.983
5. O 0.238
6. P 0.881

# 8
DFT (wB97M-V/def2-TZVPD) results for a cluster of 2 separate species, C3H4NO3 in total in a non-equilibrium geometry.

relative energy (zero: lowest compared OMol25 entry of this formula, charge and spin)	414.1	kJ/mol
E	-10806.8954	eV
gap between HOMO and LUMO	7.3	eV

Structure (ORCA input):
```
! RIJCOSX wB97M-V def2-TZVPD def2/J DEFGRID3
* xyz -1 1
C 1.18 -0.76 -0.14
C -2.35 -0.77 0.04
C -1.16 -0.31 0.54
N 0.07 -0.20 0.18
O 1.80 2.20 0.17
O -3.06 -0.15 -0.80
O 2.18 -0.41 -0.81
H 1.24 -1.72 0.46
H -2.92 -1.54 0.80
H 2.11 1.37 -0.37
H 0.90 2.29 -0.07
*
```

These are the Mulliken partial charges, in e, on atoms 1 to 6:
1. C 0.102
2. C 0.049
3. C -0.106
4. N -0.050
5. O -0.713
6. O -0.619

# 9
DFT (wB97M-V/def2-TZVPD) results for a cluster of 2 separate species, C7H7N in total in a non-equilibrium geometry.

relative energy (zero: lowest compared OMol25 entry of this formula, charge and spin)	295.9	kJ/mol
structure (SMILES)	c1ccncc1.C#C
E	-8858.5572	eV
gap between HOMO and LUMO	10.2	eV

Structure (ORCA input):
```
! RIJCOSX wB97M-V def2-TZVPD def2/J DEFGRID3
* xyz 0 1
C -0.18 -0.16 2.13
C 0.02 1.18 1.83
C 0.24 1.45 0.45
N 0.42 0.53 -0.53
C 0.18 -0.67 -0.16
C -0.11 -1.10 1.13
H -0.36 -0.41 3.22
H -0.11 2.03 2.52
H 0.39 2.42 0.00
H 0.26 -1.50 -0.95
H -0.17 -2.17 1.30
C 0.29 0.05 -2.80
C -0.50 -0.85 -2.80
H 0.75 0.90 -2.33
H -1.11 -1.69 -2.99
*
```

These are the Mulliken partial charges, in e, on atoms 1 to 6:
1. C -0.035
2. C -0.602
3. C -0.148
4. N -0.425
5. C 0.163
6. C -0.676